1.
Computed, not measured: C8H14 in the gas phase, with wB97M-V/def2-TZVPD.

Output
Orbital gap   9.19 eV
LUMO level   1.019 eV
Calculated total energy   -313.0723 Ha
HOMO   -0.3004 hartree
Charge   0
Relative energy (zero: lowest compared OMol25 entry of this formula, charge and spin)   381.0 kJ/mol
SMILES   C=C(CC)C/C=C/C

Cartesian coordinates (Å):
1 C -2.145 0.192 0.136
2 C -1.313 1.493 0.112
3 C -0.070 1.361 1.116
4 C 0.207 2.482 1.822
5 C 0.955 0.237 0.861
6 C 0.946 -0.339 -0.578
7 C 1.600 -1.487 -0.978
8 C 0.982 -2.657 -1.820
9 H -2.225 -0.325 -0.908
10 H -3.136 0.533 0.498
11 H -1.590 -0.603 0.641
12 H -1.115 1.847 -0.961
13 H -1.974 2.253 0.540
14 H 1.108 2.488 2.502
15 H -0.579 3.203 1.895
16 H 1.955 0.518 1.069
17 H 0.761 -0.597 1.549
18 H 0.389 0.235 -1.325
19 H 2.631 -1.703 -0.615
20 H -0.027 -2.599 -2.286
21 H 0.836 -3.327 -0.803
22 H 1.805 -3.204 -2.466

Atomic partial charges in e from the Mulliken method, atoms 1 to 4: -0.87, -0.63, 0.44, -0.96

***

2.
Computed, not measured: C8H14Cl2 in the gas phase, with wB97M-V/def2-TZVPD.

Output
Orbital gap   9.60 eV
LUMO level   0.726 eV
Calculated total energy   -1233.5877 Ha
HOMO   -0.3263 hartree
Charge   0
Relative energy (zero: lowest compared OMol25 entry of this formula, charge and spin)   0.0 kJ/mol
SMILES   CC(C)=C(Cl)C(C)(C)CCl

Cartesian coordinates (Å):
1 Cl 0.082 -0.894 2.388
2 Cl 1.727 2.900 -0.954
3 C -0.181 -1.545 -0.175
4 C 0.025 -0.487 0.684
5 C -0.302 -3.014 0.303
6 C -0.437 -1.365 -1.654
7 C -1.079 1.619 -0.357
8 C 0.329 1.853 1.624
9 C 1.485 1.184 -0.454
10 C 0.163 1.030 0.317
11 H -0.445 -3.103 1.378
12 H -1.126 -3.496 -0.193
13 H 0.600 -3.584 0.040
14 H 0.309 -1.914 -2.174
15 H -1.405 -1.794 -1.892
16 H -0.418 -0.351 -1.999
17 H -0.950 2.674 -0.582
18 H -1.349 1.139 -1.278
19 H -1.986 1.503 0.282
20 H 1.135 1.461 2.220
21 H 0.614 2.876 1.452
22 H -0.590 1.869 2.227
23 H 1.485 0.554 -1.355
24 H 2.317 0.886 0.152

Atomic partial charges in e from the Mulliken method, atoms 1 to 4: -0.26, -0.19, 0.73, 0.09

***

3.
Computed, not measured: a gas-phase ion, C8H14Cl2NO (charge +1), with wB97M-V/def2-TZVPD.

Output
Orbital gap (spin up / spin down)   4.75 / 7.75 eV
LUMO level (spin up / spin down)   -6.397 / -4.710 eV
Calculated total energy   -1363.2804 Ha
HOMO (spin up / spin down)   -0.4096 / -0.4579 hartree
Charge   +1
Relative energy (zero: lowest compared OMol25 entry of this formula, charge and spin)   0.0 kJ/mol

Cartesian coordinates (Å):
1 C -1.669 -0.596 3.078
2 C -1.010 0.276 2.283
3 C -0.439 0.398 -1.966
4 C -1.523 -0.515 -1.594
5 C 0.785 0.301 -1.017
6 C 0.523 0.730 0.436
7 C -0.016 -0.039 -3.389
8 C 1.840 0.660 1.230
9 N -0.490 -0.090 1.060
10 O -1.809 -1.887 2.714
11 Cl -3.101 -0.032 -1.482
12 Cl 2.057 1.377 -1.672
13 H -2.086 -0.266 4.016
14 H -0.933 1.315 2.555
15 H -0.788 1.433 -1.994
16 H -1.327 -1.576 -1.498
17 H 1.184 -0.716 -1.043
18 H 0.156 1.763 0.447
19 H 0.304 -1.077 -3.398
20 H 0.813 0.581 -3.721
21 H -0.848 0.080 -4.075
22 H 1.630 0.671 2.297
23 H 2.465 1.515 0.995
24 H 2.389 -0.247 0.993
25 H -0.378 -1.093 0.961
26 H -2.275 -2.397 3.386

Atomic partial charges in e from the Mulliken method, atoms 1 to 4: -0.12, -0.38, 0.18, -0.17

***

4.
Computed, not measured: 2 unconnected molecules or ions with the total composition C8H14F2PS, with wB97M-V/def2-TZVPD.

Output
Orbital gap   6.68 eV
LUMO level   2.895 eV
Calculated total energy   -1252.5102 Ha
HOMO   -0.1391 hartree
Charge   -1
Relative energy (zero: lowest compared OMol25 entry of this formula, charge and spin)   0.0 kJ/mol

Cartesian coordinates (Å):
1 C -0.299 -0.342 1.585
2 C -1.603 -0.324 2.369
3 P -3.055 0.411 1.390
4 F -2.285 1.922 1.404
5 S -4.201 -1.620 1.180
6 H -0.299 0.470 0.849
7 H -0.152 -1.279 1.044
8 H 0.580 -0.199 2.220
9 H -1.525 0.303 3.262
10 H -1.904 -1.325 2.679
11 H -2.411 0.019 0.130
12 H -4.146 0.985 0.657
13 H -3.746 0.670 2.649
14 H -5.137 -1.330 2.098
15 F 2.380 -1.543 0.123
16 C 2.453 -0.706 -0.929
17 C 3.674 -0.151 -1.255
18 C 3.732 0.714 -2.340
19 C 2.587 1.011 -3.066
20 C 1.372 0.445 -2.701
21 C 1.292 -0.425 -1.624
22 H 4.547 -0.395 -0.665
23 H 4.680 1.161 -2.613
24 H 2.638 1.692 -3.905
25 H 0.472 0.690 -3.249
26 H 0.356 -0.854 -1.294

Atomic partial charges in e from the Mulliken method, atoms 1 to 4: -0.92, -0.96, 0.36, -0.42

***

5.
Computed, not measured: C8H14INP2 in the gas phase, with wB97M-V/def2-TZVPD.

Output
Orbital gap (spin up / spin down)   5.90 / 4.42 eV
LUMO level (spin up / spin down)   0.863 / -3.331 eV
<S²>   2.019
Calculated total energy   -1348.2142 Ha
2S+1   3
HOMO (spin up / spin down)   -0.1852 / -0.2849 hartree
Charge   0

Cartesian coordinates (Å):
1 C -0.134 -0.929 -1.253
2 C 1.144 -0.415 -1.432
3 C -0.706 -0.322 -0.171
4 C 1.382 0.532 -0.404
5 C -0.002 1.535 1.528
6 C -2.253 -1.970 1.666
7 C -3.335 -1.126 -0.705
8 C 3.667 2.202 -1.057
9 N 0.301 0.672 0.398
10 P -2.335 -0.434 0.658
11 P 2.903 1.249 0.388
12 I 4.328 -0.754 0.197
13 H -0.678 -1.598 -1.786
14 H 1.859 -0.799 -2.176
15 H -0.108 2.511 1.234
16 H -0.881 1.204 2.010
17 H 0.766 1.649 2.240
18 H -1.200 -2.002 1.969
19 H -2.513 -2.848 1.101
20 H -2.861 -1.740 2.561
21 H -3.922 -0.276 -1.142
22 H -4.020 -1.900 -0.332
23 H -2.729 -1.519 -1.468
24 H 4.650 2.391 -0.726
25 H 3.018 2.983 -1.302
26 H 3.659 1.703 -1.998

Atomic partial charges in e from the Mulliken method, atoms 1 to 4: -0.39, -0.61, 0.12, -0.07

***

6.
Computed, not measured: a gas-phase ion, C8H14N (charge +1), with wB97M-V/def2-TZVPD.

Output
Orbital gap   8.90 eV
LUMO level   -4.719 eV
Calculated total energy   -367.6743 Ha
HOMO   -0.5004 hartree
Charge   +1
Relative energy (zero: lowest compared OMol25 entry of this formula, charge and spin)   14.6 kJ/mol
SMILES   C=C/C(C)=C(/C)C(C)=[NH2+]

Cartesian coordinates (Å):
1 C 0.981 -0.382 0.071
2 C -0.370 -0.448 0.013
3 C 1.792 0.828 0.286
4 C 2.588 1.472 -0.536
5 C -1.244 0.641 0.221
6 C 1.860 -1.596 -0.058
7 C -1.083 -1.731 -0.355
8 C -2.634 0.430 0.750
9 N -0.959 1.890 -0.152
10 H 2.932 1.266 -1.547
11 H 2.978 2.418 -0.091
12 H 1.386 -2.211 -0.867
13 H 1.962 -2.274 0.775
14 H 2.832 -1.348 -0.309
15 H -0.415 -2.561 -0.588
16 H -1.554 -1.573 -1.329
17 H -1.864 -2.103 0.261
18 H -2.927 1.258 1.381
19 H -2.730 -0.583 1.179
20 H -3.434 0.675 -0.016
21 H -1.716 2.635 -0.019
22 H -0.036 2.238 -0.386
23 H 1.655 1.058 1.320

Atomic partial charges in e from the Mulliken method, atoms 1 to 4: 1.07, 0.44, -0.88, -0.64

***

7.
Computed, not measured: a molecular structure, C8H14N, with wB97M-V/def2-TZVPD.

Output
Orbital gap   9.63 eV
LUMO level   -3.296 eV
Calculated total energy   -367.6062 Ha
HOMO   -0.4749 hartree
Charge   +1
Relative energy (zero: lowest compared OMol25 entry of this formula, charge and spin)   193.5 kJ/mol

Cartesian coordinates (Å):
1 C -1.284 -0.727 -0.667
2 C -1.621 0.648 -0.308
3 C -1.995 -1.521 -1.484
4 C -2.662 1.472 -0.391
5 C -0.053 -1.140 0.174
6 C -0.186 1.024 0.884
7 C 1.486 0.466 -0.826
8 C 1.836 -0.343 1.448
9 N 0.836 0.010 0.361
10 H -1.690 -2.460 -1.753
11 H -2.882 -0.965 -1.698
12 H -2.750 2.311 0.237
13 H -3.293 1.212 -1.186
14 H -0.363 -1.432 1.118
15 H 0.375 -2.016 -0.379
16 H 0.239 1.986 0.664
17 H -0.596 0.612 1.820
18 H 1.915 1.415 -0.894
19 H 2.272 -0.295 -1.005
20 H 0.713 0.507 -1.573
21 H 2.345 -1.250 1.184
22 H 2.535 0.440 1.703
23 H 1.310 -0.504 2.394

Atomic partial charges in e from the Mulliken method, atoms 1 to 4: 0.85, 0.49, -1.34, -0.99

***

8.
Computed, not measured: C8H14N2O in the gas phase, with wB97M-V/def2-TZVPD.

Output
Orbital gap   8.71 eV
LUMO level   0.473 eV
Calculated total energy   -497.7762 Ha
HOMO   -0.3027 hartree
Charge   0
Relative energy (zero: lowest compared OMol25 entry of this formula, charge and spin)   529.0 kJ/mol

Cartesian coordinates (Å):
1 C -0.917 1.962 2.926
2 C 0.015 1.855 0.710
3 C -0.460 0.810 3.577
4 C 0.329 -1.430 -0.447
5 C 1.975 0.361 -0.834
6 C 0.015 0.209 -2.308
7 C -1.855 -0.854 2.679
8 C 0.511 0.009 -0.881
9 N -0.641 2.492 1.802
10 N -0.220 0.677 0.298
11 O -0.832 -0.425 3.588
12 H -1.640 2.364 3.597
13 H 0.823 2.548 0.288
14 H 0.840 -2.116 -1.165
15 H 0.646 -1.644 0.589
16 H -0.837 -1.486 -0.634
17 H 2.436 1.100 -1.426
18 H 2.208 0.698 0.178
19 H 2.692 -0.460 -0.995
20 H -0.013 1.277 -2.505
21 H 0.768 -0.252 -2.963
22 H -0.952 -0.253 -2.579
23 H -1.920 -1.999 2.594
24 H -1.616 -0.403 1.685
25 H -2.867 -0.657 3.234

Atomic partial charges in e from the Mulliken method, atoms 1 to 4: 0.16, 0.02, -0.19, -1.51

***

9.
Computed, not measured: C8H14N2O5 in the gas phase, with wB97M-V/def2-TZVPD.

Output
Orbital gap   10.16 eV
LUMO level   0.418 eV
Calculated total energy   -799.0079 Ha
HOMO   -0.3582 hartree
Charge   0
Relative energy (zero: lowest compared OMol25 entry of this formula, charge and spin)   47.1 kJ/mol
SMILES   C[C@H](NC(=O)[C@@H](N)CCC(=O)O)C(=O)O

Cartesian coordinates (Å):
1 C -0.799 -0.202 1.067
2 C 0.716 -0.492 1.141
3 C -1.611 -1.020 0.081
4 C -3.178 -0.891 0.329
5 C -3.899 0.089 -0.579
6 C 2.734 -0.739 -0.176
7 C 2.916 0.736 -0.547
8 C 3.432 -1.617 -1.183
9 H -0.436 1.643 0.243
10 H -1.054 1.712 1.780
11 H -1.159 -0.436 2.064
12 H -1.343 -2.111 0.104
13 H -1.473 -0.664 -0.968
14 H -3.578 -1.881 0.106
15 H -3.256 -0.635 1.404
16 H -2.657 1.485 0.053
17 H 0.714 -1.080 -0.743
18 H 3.231 -0.826 0.800
19 H 2.816 -1.511 -2.128
20 H 4.477 -1.356 -1.293
21 H 3.398 -2.688 -0.876
22 H 4.127 2.140 -0.632
23 N -1.069 1.218 0.910
24 N 1.311 -1.028 0.038
25 O 1.344 -0.086 2.081
26 O -4.844 -0.254 -1.246
27 O -3.512 1.371 -0.479
28 O 2.026 1.388 -1.095
29 O 4.065 1.292 -0.180

Atomic partial charges in e from the Mulliken method, atoms 1 to 4: 0.51, 0.08, -1.05, -0.75

***

10.
Computed, not measured: a molecular structure, C8H14N2PPdS, with wB97M-V/def2-TZVPD.

Output
Orbital gap (spin up / spin down)   4.08 / 4.65 eV
LUMO level (spin up / spin down)   -3.598 / -6.741 eV
<S²>   6.030
Calculated total energy   -1289.6505 Ha
2S+1   5
HOMO (spin up / spin down)   -0.2823 / -0.4187 hartree
Charge   +1
Relative energy (zero: lowest compared OMol25 entry of this formula, charge and spin)   92.0 kJ/mol

Cartesian coordinates (Å):
1 C 0.092 -0.403 -1.926
2 C -0.894 -1.257 -2.664
3 C -0.528 -2.631 -2.571
4 C 0.854 -2.579 -1.989
5 C 1.151 -1.267 -1.510
6 Pd 1.031 0.987 0.507
7 P -0.372 2.649 0.877
8 H 0.079 0.743 -1.983
9 H -1.749 -0.925 -3.304
10 H -1.081 -3.510 -2.867
11 H 2.086 -0.892 -0.983
12 H 1.496 -3.548 -1.954
13 H -1.641 2.545 1.612
14 H -0.858 3.158 -0.369
15 H 0.305 3.791 1.405
16 S -0.109 -0.898 1.248
17 C -0.182 -0.430 2.950
18 N 0.757 -0.169 3.895
19 C 0.208 0.477 5.060
20 C -1.317 0.433 4.783
21 N -1.382 -0.259 3.529
22 H 1.764 -0.122 3.660
23 H 0.568 1.515 5.179
24 H 0.421 -0.057 5.995
25 H -1.752 1.442 4.727
26 H -1.836 -0.139 5.564
27 H -2.219 -0.315 2.913

Atomic partial charges in e from the Mulliken method, atoms 1 to 4: 0.15, -0.58, -0.38, -0.38